17
Properties=species:S:1:pos:R:3:forces:R:3:lowdin_charge:R:1 method="wB97M-V/def2-TZVPD" de_lowest_kcal_mol=201.30 e_tot_ha=-400.85596
C 0.662663 0.918854 0.744972 2.2 -1.4 1.5 -0.290
C 0.914515 -0.465475 0.298853 0.4 -2.3 -2.2 -0.223
C 0.195919 -0.762032 -1.095236 2.1 2.4 0.2 -0.068
C 0.724500 -0.180704 -2.275475 -1.7 -2.0 2.0 0.061
N 1.790132 1.312671 1.502064 -2.0 -1.1 -1.2 0.262
C -2.440677 -0.533237 0.697318 1.8 -2.5 -1.3 -0.496
O -2.284518 0.246206 -0.316080 -0.4 -0.8 2.5 -0.094
O -1.809457 -1.656257 0.898079 -1.6 3.2 -0.2 -0.129
H 0.367976 1.554654 -0.104871 -0.5 0.9 0.1 0.169
H -0.242620 0.765480 1.402579 -0.3 0.8 -0.1 0.190
H 2.016371 -0.474735 0.267537 -0.1 -0.3 -1.0 0.111
H 0.793361 -1.230894 1.090236 -0.9 0.5 -0.5 0.120
H -0.823607 -1.189927 -1.010696 1.0 -0.1 -0.4 0.079
H 0.110966 -0.441066 -3.156696 0.6 0.7 0.2 0.062
H 1.702358 0.321740 -2.390903 -0.7 -0.4 0.3 0.067
H 1.540961 2.151628 1.952754 -0.1 2.1 0.7 0.049
H -3.218838 -0.336903 1.495569 0.3 0.4 -0.7 0.129

17
Properties=species:S:1:pos:R:3:forces:R:3:lowdin_charge:R:1 method="wB97M-V/def2-TZVPD" de_lowest_kcal_mol=61.84 e_tot_ha=-401.07821 smiles="CC(=O)CNC(C)=O"
C 2.628864 -0.288017 0.644399 0.2 0.0 -0.1 -0.015
C 1.684618 0.040237 -0.478636 -0.3 0.0 0.2 -0.431
C 0.321973 0.573348 -0.064854 -0.3 -2.9 2.6 -0.207
N -0.627874 0.723732 -1.072368 -2.7 -1.6 -0.3 0.014
O 1.940032 -0.123286 -1.645970 0.0 0.0 0.1 0.101
H -0.238736 0.418392 -1.964638 -0.1 0.0 0.0 0.103
H 0.370483 1.399601 0.650939 0.2 -0.2 0.1 0.126
H 2.190496 -1.049578 1.289271 -0.1 0.0 0.0 0.087
H 2.810441 0.597105 1.253294 0.0 0.0 0.1 0.086
H 3.571691 -0.650565 0.248532 0.1 0.0 -0.1 0.084
C -2.561353 0.069239 0.456034 0.3 -0.7 0.8 -0.011
C -1.569616 -0.444630 -0.564775 -1.4 3.2 -5.4 -0.493
O -1.796767 -1.332086 -1.357222 0.7 -0.1 1.8 0.098
H -0.275618 -0.450064 0.516991 3.1 2.3 0.4 0.190
H -2.781771 -0.735959 1.159155 -0.2 0.1 0.0 0.087
H -2.179546 0.926054 1.006533 0.0 0.0 -0.1 0.078
H -3.487318 0.326477 -0.076683 0.5 -0.1 0.0 0.102

17
Properties=species:S:1:pos:R:3:forces:R:3:lowdin_charge:R:1 method="wB97M-V/def2-TZVPD" de_lowest_kcal_mol=153.55 e_tot_ha=-400.93206
C 1.700093 0.115474 -1.707784 -0.4 1.2 -1.4 -0.192
C 0.751388 -0.234941 1.783457 0.3 0.1 -0.2 -0.126
C -1.065694 -0.838683 0.352405 1.9 -1.8 0.5 -0.444
C -1.320189 0.428317 -0.153638 -0.3 1.3 -0.3 0.025
C -1.973068 1.551265 -0.158862 0.5 0.1 -0.3 0.071
O 0.610925 0.280417 -0.870179 0.3 -0.7 1.0 -0.218
O -1.848589 -1.835545 -0.139652 0.0 0.1 -0.2 0.069
N 0.067168 -1.164207 0.912800 -2.1 0.2 0.5 0.070
H -1.374483 -2.660496 0.045119 0.0 0.1 0.1 0.115
H 2.621223 -0.007977 -1.110313 -0.4 0.0 0.1 0.087
H 1.624031 -0.707993 -2.434470 -0.1 -0.1 0.3 0.072
H 1.839759 1.037861 -2.298023 0.3 -0.1 -0.1 0.073
H 0.603191 -0.563898 2.818732 0.0 0.0 -0.1 0.082
H 1.819706 -0.294834 1.573028 0.0 0.1 0.1 0.075
H 0.430670 0.805727 1.691892 0.0 0.0 -0.1 0.077
H -2.765886 1.751564 0.558693 0.0 -0.2 -0.1 0.085
H -1.720245 2.337949 -0.863203 -0.1 -0.1 0.1 0.080

17
Properties=species:S:1:pos:R:3:forces:R:3:lowdin_charge:R:1 method="wB97M-V/def2-TZVPD" de_lowest_kcal_mol=120.93 e_tot_ha=-400.98405
C 0.326677 1.391322 -0.453732 -0.4 -0.9 0.9 -0.039
C -0.432155 0.084440 -0.553929 0.3 -1.8 -3.0 -0.406
C 0.295200 0.816500 0.918453 3.7 -0.1 0.8 -0.342
N -0.384885 -2.267605 -1.054859 -0.2 -0.7 0.0 0.104
C 0.250069 -1.086227 -0.959681 -1.6 2.0 0.0 -0.113
C -0.167299 1.371843 2.053684 0.0 -0.7 0.1 0.037
O -1.826362 0.074664 -0.584880 0.1 0.0 0.2 0.017
O 1.334075 -0.439380 1.079157 -1.5 1.2 0.5 -0.121
H -2.095477 -0.002217 -1.512067 0.0 0.1 0.2 0.111
H 2.210031 -0.321318 0.675320 -0.4 0.9 0.2 0.065
H 0.170615 -3.093530 -1.228646 -0.3 0.2 0.2 0.104
H -1.226401 -2.375043 -0.501326 0.2 -0.1 -0.2 0.114
H 1.298203 1.414875 -0.946016 -0.1 0.1 0.0 0.116
H -0.308622 2.263314 -0.599210 0.2 -0.1 0.0 0.128
H 1.236501 -1.051936 -1.403196 0.1 0.1 0.5 0.127
H -0.358876 0.779310 2.939322 0.2 0.0 0.0 0.048
H -0.321295 2.440988 2.131605 -0.4 -0.1 -0.4 0.051

17
Properties=species:S:1:pos:R:3:forces:R:3:lowdin_charge:R:1 method="wB97M-V/def2-TZVPD" de_lowest_kcal_mol=88.85 e_tot_ha=-401.03517 smiles="O=CNC[C@@H]1C[C@@H]1O"
C 1.574984 -0.194602 -0.231210 2.0 -0.5 0.9 -0.385
C 2.046159 1.211134 0.160615 -3.0 1.6 -1.4 -0.051
C 0.907550 0.372810 1.000504 5.1 0.6 1.9 -0.221
C -0.430347 0.823042 0.707231 -2.1 3.9 0.6 -0.231
C -1.902057 -0.853400 -0.017140 -2.2 -1.4 3.3 -0.358
H -0.009744 -0.659565 -1.312384 -0.4 -0.5 0.0 -0.004
H 2.280830 -1.015361 0.128998 -0.7 0.9 -1.3 0.152
H 1.524569 2.184301 -0.465653 1.7 -3.1 1.7 0.172
H 3.036803 1.455170 0.595336 -1.0 -0.5 -0.2 0.084
H 1.547342 0.187526 2.048744 -2.8 -0.1 -2.6 0.190
H -0.814016 1.769112 1.255450 1.5 -0.7 -1.3 0.162
H -0.383603 0.863441 -0.420575 -0.5 1.2 1.2 0.136
H -2.355892 0.070122 1.531497 0.4 0.9 1.2 0.133
H -2.699753 -1.483394 0.376348 -0.9 -0.2 -0.2 0.134
N -1.537706 -0.016739 0.967057 -0.4 -2.5 -1.5 0.042
O 0.895003 -0.343854 -1.440436 2.0 0.4 0.5 -0.035
O -1.462545 -1.082159 -1.087958 1.2 -0.2 -2.8 0.083

17
Properties=species:S:1:pos:R:3:forces:R:3:lowdin_charge:R:1 method="wB97M-V/def2-TZVPD" de_lowest_kcal_mol=85.13 e_tot_ha=-401.04110 smiles=OC[C@@]12COC[C@@H]1N2
C -1.134576 -1.070684 0.965388 2.0 1.4 0.9 -0.146
C -0.204391 -0.408688 -0.003990 1.9 -0.2 -1.9 -0.366
C -0.547795 -0.091766 -1.520232 -0.3 -1.4 -0.3 -0.155
C 1.045959 1.504116 -0.765510 1.7 1.8 -3.0 -0.119
C 0.922903 0.504663 0.347480 -0.5 -0.5 0.0 -0.216
H -1.483724 0.130376 2.526122 -0.5 0.4 0.0 0.076
H -2.102138 -0.799319 0.613436 -1.2 -0.6 0.2 0.114
H -0.817703 -2.118288 1.034730 -1.0 0.1 -0.1 0.134
H -1.598098 0.193539 -1.831308 0.8 -0.1 1.1 0.126
H -0.340029 -1.048395 -2.098313 -0.1 1.0 0.6 0.131
H 2.167866 1.706926 -1.129124 -2.3 -0.7 0.9 0.148
H 0.630175 2.589196 -0.676697 0.3 -2.1 0.6 0.135
H 1.198220 0.686636 1.428083 -0.6 0.3 -1.6 0.155
H 1.492112 -1.227589 0.914253 -0.7 -0.5 -1.9 0.114
N 1.224462 -0.957459 -0.091070 -0.2 1.9 2.6 0.101
O -0.816467 -0.490247 2.262431 -0.2 -1.1 -0.2 -0.071
O 0.363224 0.896982 -1.975679 0.8 0.5 2.3 -0.161

17
Properties=species:S:1:pos:R:3:forces:R:3:lowdin_charge:R:1 method="wB97M-V/def2-TZVPD" de_lowest_kcal_mol=49.89 e_tot_ha=-401.09725
C 0.306414 -0.371352 -0.132880 -0.2 -0.1 0.2 -0.376
C 1.772114 -0.976417 0.092912 -1.6 1.6 0.0 -0.276
C 2.302880 -1.340184 -1.282123 2.0 -0.6 4.9 0.003
C -2.287292 1.155881 1.224559 -1.1 -0.1 -0.2 -0.072
C -1.423182 1.206518 -0.057528 -1.6 -2.3 0.7 -0.212
N 2.202118 -1.102478 1.277712 -0.7 0.3 -0.8 0.161
O -0.509376 -1.115983 -0.631555 0.8 0.2 0.4 0.086
O -0.009113 0.947345 0.165186 0.1 -2.6 -0.2 0.000
H 1.800445 -2.140951 -1.603730 -2.4 -2.8 -1.6 0.048
H 3.293931 -1.702779 -1.152864 1.2 0.0 -0.1 0.082
H 2.257266 -0.549189 -1.884873 -0.2 3.1 -2.6 0.051
H -3.346297 1.562907 1.095149 1.4 -0.6 -0.5 0.099
H -2.376122 0.112993 1.443872 -0.3 -0.7 0.6 0.055
H -1.985120 1.665172 2.138776 0.8 0.1 -0.3 0.069
H -1.404522 2.175841 -0.327147 0.0 3.2 -1.6 0.067
H -1.947538 0.503204 -0.838649 1.6 1.5 1.4 0.158
H 3.103455 -1.555306 1.337802 0.4 -0.2 -0.2 0.054

17
Properties=species:S:1:pos:R:3:forces:R:3:lowdin_charge:R:1 method="wB97M-V/def2-TZVPD" de_lowest_kcal_mol=113.01 e_tot_ha=-400.99666
C 0.883090 -0.266006 0.512544 -0.3 -0.5 -0.3 -0.542
C 0.450989 1.129247 0.547558 -1.3 -0.1 -0.5 0.203
C -2.447078 0.741850 -0.719737 0.1 0.2 0.4 -0.046
C 2.117764 -0.566525 -0.328616 0.0 0.1 0.1 -0.013
O -1.066428 0.539466 -0.364251 1.0 0.1 0.1 -0.199
O 0.993352 -0.815413 1.816394 -0.1 0.1 -0.2 -0.002
C -0.431848 -0.882527 -0.179610 0.2 -0.8 0.5 -0.424
N -0.905084 -1.959922 -0.338629 0.3 0.8 0.0 0.147
H 0.616627 -1.708088 1.769147 0.0 0.1 -0.1 0.103
H 0.053799 1.512976 1.478964 0.1 0.0 0.0 0.120
H 0.805332 1.838262 -0.188614 0.1 0.0 0.1 0.116
H -2.618904 1.817060 -0.699048 -0.1 -0.1 0.0 0.088
H -3.082677 0.228589 0.003095 0.0 0.1 0.0 0.089
H -2.635627 0.343406 -1.716163 0.1 0.0 0.0 0.090
H 2.223827 -1.647804 -0.426357 -0.1 0.1 0.0 0.092
H 3.008649 -0.170076 0.161568 0.0 0.0 0.0 0.087
H 2.034216 -0.134494 -1.328247 0.0 0.0 0.1 0.092

17
Properties=species:S:1:pos:R:3:forces:R:3:lowdin_charge:R:1 method="wB97M-V/def2-TZVPD" de_lowest_kcal_mol=204.48 e_tot_ha=-400.85091
C -0.048093 0.450782 -0.618779 -1.1 0.5 2.8 -0.367
C -1.096815 1.547640 -0.230611 -3.6 -0.7 1.7 -0.060
C -0.897772 -0.360470 0.454031 -1.5 3.0 -2.4 -0.322
C 0.193377 -1.233312 0.691202 0.7 -5.4 6.4 -0.256
C 0.541399 -0.601460 -1.566007 -1.1 -1.1 2.5 -0.023
H 2.159744 0.364534 -0.266474 -5.1 1.9 2.7 0.300
H -0.947110 2.618333 -0.102663 0.3 0.0 -0.9 0.081
H -2.348409 1.256008 -0.614441 4.2 1.2 0.8 0.190
H -0.194613 1.053030 1.719614 -1.2 0.5 -0.6 0.078
H -1.929526 -0.554712 0.003395 1.7 -0.9 0.8 0.152
H 0.648566 -0.730206 1.713543 -0.1 -1.8 -2.8 0.174
H -0.261354 -2.238868 1.143465 1.5 1.3 -1.4 0.154
H 1.276651 -0.093019 -2.132432 1.2 -0.4 -0.8 0.095
H -0.100018 -1.358599 -2.076320 0.2 1.4 -0.1 0.143
N -1.156117 0.935938 1.314281 0.8 -1.3 -3.3 0.020
O 1.094471 0.787711 0.302525 5.1 0.3 -4.9 -0.206
O 1.110066 -1.498604 -0.423358 -1.9 1.4 -0.6 -0.154

17
Properties=species:S:1:pos:R:3:forces:R:3:lowdin_charge:R:1 method="wB97M-V/def2-TZVPD" de_lowest_kcal_mol=56.65 e_tot_ha=-401.08648 smiles="C[C@H]1C(N)=C(O)[C@H]1O"
C 0.968832 -1.542810 -0.639595 -0.1 -0.1 0.0 -0.062
C -0.929050 0.838499 0.041932 4.0 -2.8 1.8 -0.314
C 0.424122 0.859645 0.174335 -3.1 -2.9 0.2 -0.293
N 1.392193 1.740049 0.054528 3.1 2.7 -0.5 0.118
C -1.084747 -0.530369 0.672160 0.1 0.6 -1.0 -0.240
C 0.497765 -0.636670 0.490770 -0.5 0.4 0.2 -0.220
O -1.821689 1.675205 -0.361664 -2.4 3.0 -1.1 0.103
O -1.935010 -1.436823 -0.038746 0.0 0.3 0.1 -0.029
H -1.357950 2.419327 -0.784960 -0.6 -0.3 0.1 0.130
H -2.681113 -0.886359 -0.334321 0.3 -0.5 0.0 0.094
H 2.354797 1.509081 0.288446 -0.7 -0.1 -0.1 0.107
H 1.222504 2.741868 0.065705 -0.1 -0.5 0.1 0.103
H -1.358939 -0.523865 1.732920 0.0 0.0 0.0 0.140
H 1.028995 -0.882418 1.420162 -0.1 0.0 0.0 0.131
H 0.905383 -2.593254 -0.337148 0.0 0.1 0.0 0.078
H 0.362559 -1.418244 -1.543181 0.0 0.1 0.2 0.085
H 2.011350 -1.332862 -0.901341 -0.1 0.0 0.1 0.071

17
Properties=species:S:1:pos:R:3:forces:R:3:lowdin_charge:R:1 method="wB97M-V/def2-TZVPD" de_lowest_kcal_mol=134.13 e_tot_ha=-400.96301 smiles="C[C@@]1(CO)NCC1=O"
C -0.004042 1.854086 0.099734 0.4 3.3 -5.3 -0.057
C -0.065251 0.418206 -0.144083 -2.0 -1.3 3.2 -0.572
C 1.095602 -0.158020 -0.709042 6.5 -0.4 -6.0 -0.280
C -1.348326 -1.032121 0.994249 0.3 -0.6 1.6 -0.065
C -1.408745 -0.356973 -0.513344 -0.7 -0.3 2.8 -0.243
H 0.975371 2.006564 0.775389 -2.8 0.6 -1.6 0.148
H -1.024862 2.354226 0.116369 1.4 -0.7 1.8 0.100
H 0.066652 2.253439 -1.103600 1.1 -0.3 2.8 0.142
H 1.185889 -0.173804 -1.959146 -1.3 0.2 2.8 0.174
H 2.130069 0.490174 -0.664239 -2.5 -1.0 1.0 0.160
H 2.041825 -1.825229 -1.061630 -2.4 0.8 3.0 0.169
H 0.428189 -0.583455 1.691306 3.6 -1.6 1.1 0.051
H -1.052887 -2.172791 0.908776 0.0 2.2 -0.3 0.121
H -2.009032 -1.084590 2.013603 0.5 0.6 -3.1 0.136
N -0.209400 -0.031491 1.266294 -4.7 -1.1 -0.8 -0.011
O 1.368541 -1.505251 -0.299120 2.1 -0.6 -2.8 -0.113
O -2.169589 -0.452972 -1.411512 0.6 0.2 -0.2 0.140

17
Properties=species:S:1:pos:R:3:forces:R:3:lowdin_charge:R:1 method="wB97M-V/def2-TZVPD" de_lowest_kcal_mol=55.13 e_tot_ha=-401.08890 smiles="C=C(OC)C(=O)NC"
C -2.054564 -0.460862 -0.511992 1.5 0.2 1.1 0.096
C -0.790196 -0.473071 -0.081660 1.5 2.6 -1.3 -0.271
C 0.091356 0.681245 -0.701914 -4.0 -0.2 0.0 -0.451
C 1.945245 2.088228 -0.661211 0.1 1.5 -1.6 -0.098
C -0.610102 -2.270822 1.395149 0.3 -1.4 -3.9 -0.051
N 1.368452 0.793543 -0.416590 3.6 -1.3 3.2 0.002
O -0.532492 1.524717 -1.346177 1.0 -0.2 -0.1 0.021
O -0.037049 -1.066844 0.864577 -0.9 -1.8 0.4 -0.098
H -2.843057 -0.975761 -0.091956 -1.3 -1.6 0.8 0.038
H -2.352266 0.403817 -1.054183 0.3 0.2 -0.9 0.064
H 3.039820 2.183871 -0.589177 -0.3 -0.9 -0.2 0.081
H 1.612471 2.325011 -1.722013 0.6 0.3 1.4 0.107
H 1.596062 2.874809 0.036062 -0.4 -0.4 -0.4 0.093
H -0.043043 -2.634199 2.180436 1.6 -0.5 1.3 0.057
H -0.665636 -3.104862 0.527066 0.1 1.9 1.9 0.153
H -1.566938 -2.119869 1.780372 -1.8 0.5 0.4 0.062
H 1.841936 0.231049 0.393210 -1.8 1.1 -2.3 0.194